C20H20N6O10P2S4Ta | ωB97M-V/def2-TZVPD

Atoms and positions in Å:
C  3.264  2.415  2.907
N  0.319  0.211  2.127
C  1.190  -2.129  -4.322
H  -0.561  1.137  5.222
H  1.963  -1.438  -4.661
O  -1.020  -0.547  -1.825
H  1.586  3.783  1.394
C  1.442  0.934  1.995
C  -0.383  0.314  3.264
C  1.087  -4.794  1.367
H  0.497  1.499  -3.017
N  -1.417  0.870  0.273
C  0.785  -3.497  1.623
S  -1.222  2.439  -0.269
C  -2.956  2.697  -0.464
C  -3.633  1.554  -0.057
P  0.442  -0.442  -2.161
H  2.444  -3.506  -2.263
C  1.214  1.809  4.201
C  0.203  -5.864  1.703
H  2.883  4.653  0.548
C  -3.607  3.826  -0.901
O  -0.456  -2.777  -0.750
H  -1.286  -0.277  3.333
N  3.095  -5.096  -0.217
O  -0.683  3.242  0.783
H  1.624  3.081  -0.735
H  0.252  -1.865  -4.807
O  -0.517  2.438  -1.526
O  0.867  0.618  -3.218
C  2.227  -5.039  0.537
N  -0.509  -6.725  1.974
H  -3.070  4.713  -1.209
O  4.072  2.261  3.794
H  2.216  -2.392  -1.069
P  -0.335  -3.226  -2.235
H  1.604  2.398  5.021
S  1.792  -2.175  1.112
H  4.462  3.506  1.740
H  3.095  -1.981  -2.436
C  -5.691  2.636  -0.533
N  2.280  -2.502  -2.110
C  0.030  1.104  4.318
C  -5.014  1.505  -0.088
C  1.919  1.744  3.007
O  -1.492  -3.271  -3.115
H  1.448  -3.143  -4.635
C  -2.678  0.517  0.349
S  -2.919  -1.086  0.853
H  -5.552  4.639  -1.273
O  0.504  -4.581  -2.146
O  2.398  2.797  -0.233
H  -6.771  2.630  -0.571
S  -0.745  -2.864  2.171
C  -4.999  3.774  -0.932
O  1.133  -0.278  -0.785
C  2.542  3.671  0.880
H  1.976  0.850  1.059
H  -5.545  0.615  0.221
N  3.520  3.149  1.786
C  1.010  -2.068  -2.813
H  0.073  -5.326  -2.589
Ta  -0.396  -1.143  0.399

Its spin multiplicity is 1. The value obtained for the total energy is -113953.9812 eV. As for the net charge: +1. Its HOMO energy is -0.42031 Eh. As for the largest force on an atom: 0.1 eV/A. The value obtained for the HOMO-LUMO gap is 6.960 eV. The calculation puts the LUMO energy at -4.4773 eV.